(1)
Computed, not measured: 2 unconnected molecules or ions with the total composition C3H2Cl2O in a non-equilibrium geometry, with ωB97M-V with the def2-TZVPD basis set.

- SMILES: O=C(Cl)Cl.C#C
- Frontier orbital gap: 0.4110 hartree
- Energy above the lowest of the compared OMol25 structures with the same formula, charge and spin: 46.2 kcal per mole

Structure (ORCA input):
```
! RIJCOSX wB97M-V def2-TZVPD def2/J DEFGRID3
* xyz 0 1
O -1.53 -2.74 -1.93
C -1.13 -3.49 -1.14
Cl -2.21 -4.34 -0.03
Cl 0.47 -4.05 -1.01
C 1.07 -0.52 -0.58
C 0.03 -0.56 0.04
H 2.05 -0.24 -0.93
H -0.91 -0.78 0.46
*
```



(2)
Computed, not measured: a molecular structure, H14LiO7 in a non-equilibrium geometry, with ωB97M-V with the def2-TZVPD basis set.

- Frontier orbital gap: 0.3828 hartree
- Energy above the lowest of the compared OMol25 structures with the same formula, charge and spin: 75.2 kcal per mole

Structure (ORCA input):
```
! RIJCOSX wB97M-V def2-TZVPD def2/J DEFGRID3
* xyz 1 1
Li 3.16 15.00 21.67
O 2.85 12.97 20.96
H 2.90 12.17 21.65
H 2.31 12.83 20.10
O -0.33 15.04 23.07
H -0.76 14.10 23.20
H 0.44 14.87 22.79
O 1.40 16.20 21.33
H 0.42 16.10 21.07
H 1.77 17.08 21.42
O 2.48 17.88 24.12
H 2.94 17.13 23.73
H 2.96 17.94 24.94
O 2.49 14.25 23.57
H 2.20 13.38 23.86
H 2.81 14.53 24.37
O 4.27 16.51 22.87
H 4.92 16.16 23.26
H 4.65 17.27 22.49
O 4.42 15.59 20.14
H 4.95 16.15 19.75
H 4.26 14.83 19.39
*
```



(3)
Computed, not measured: a molecular structure, C3H3CuFO2 in a non-equilibrium geometry, with ωB97M-V with the def2-TZVPD basis set.

- Frontier orbital gap: 0.2638 hartree
- Energy above the lowest of the compared OMol25 structures with the same formula, charge and spin: 29.4 kcal per mole

Structure (ORCA input):
```
! RIJCOSX wB97M-V def2-TZVPD def2/J DEFGRID3
* xyz 1 1
F -0.05 -0.43 0.81
O -1.79 0.83 0.66
Cu -0.62 -0.33 -3.24
O -1.00 0.16 -1.33
C -1.15 0.06 -0.16
C -1.09 0.83 2.11
C -2.12 0.59 3.13
H -1.68 0.19 4.06
H -2.99 0.02 2.77
H -2.45 1.62 3.38
*
```



(4)
Computed, not measured: a molecular structure, C26H27ClMgN6O7S2, with ωB97M-V with the def2-TZVPD basis set.

- Frontier orbital gap: 0.2107 hartree
- Energy above the lowest of the compared OMol25 structures with the same formula, charge and spin: 0.0 kcal per mole

Structure (ORCA input):
```
! RIJCOSX wB97M-V def2-TZVPD def2/J DEFGRID3
* xyz -2 1
Mg -0.31 0.90 -0.04
O 4.71 2.83 3.22
C 3.62 2.44 2.48
C 2.86 3.36 1.77
C 1.77 2.89 1.05
N 1.46 1.60 1.04
C 2.18 0.72 1.72
C 3.29 1.09 2.47
C 1.66 -0.72 1.62
O 2.22 -1.60 2.27
O 0.64 -0.82 0.87
C 0.84 3.79 0.23
O 1.15 4.99 0.17
O -0.12 3.17 -0.30
H 4.79 3.78 3.14
H 3.08 4.42 1.75
H 3.85 0.35 3.02
N -0.62 -3.34 2.77
C -1.41 -3.85 1.65
C -1.47 -2.97 0.40
C -2.26 -1.69 0.63
N -1.99 -0.70 -0.42
H -1.05 -2.49 3.12
H 0.30 -3.03 2.44
H -2.42 -4.05 2.01
H -0.99 -4.83 1.37
H -1.92 -3.52 -0.43
H -0.46 -2.68 0.12
H -1.96 -1.25 1.58
H -3.33 -1.92 0.71
H -2.78 -0.07 -0.51
H -1.88 -1.17 -1.31
Cl -3.31 -3.35 -4.69
C -2.22 -2.12 -4.06
C -2.61 -0.79 -4.06
C -1.76 0.18 -3.54
C -0.50 -0.14 -2.98
C 0.29 0.81 -2.27
C -0.13 -1.51 -3.06
C -0.98 -2.48 -3.57
H -3.58 -0.51 -4.45
H -2.10 1.21 -3.51
H 0.11 1.86 -2.48
H 1.35 0.56 -2.22
H 0.82 -1.82 -2.63
H -0.68 -3.52 -3.58
N -5.94 -3.97 -1.11
C -5.81 -2.62 -0.75
C -5.33 -1.70 -1.68
C -5.20 -0.37 -1.33
C -5.54 0.06 -0.05
C -6.05 -0.85 0.87
C -6.20 -2.18 0.51
S -5.18 1.74 0.40
O -5.86 1.98 1.65
O -5.56 2.54 -0.74
N -3.60 1.78 0.52
C -2.96 1.46 1.66
S -3.71 1.25 3.25
C -2.15 0.91 3.93
C -1.21 0.96 2.97
N -1.65 1.27 1.70
H -5.33 -4.23 -1.88
H -5.80 -4.60 -0.33
H -5.03 -2.03 -2.67
H -4.80 0.35 -2.04
H -6.31 -0.50 1.86
H -6.58 -2.89 1.23
H -2.01 0.70 4.98
H -0.16 0.78 3.12
*
```



(5)
Computed, not measured: a single C23H28ClN3O3 molecule in a non-equilibrium geometry, with ωB97M-V with the def2-TZVPD basis set.

- SMILES: CCC(=O)[C@@H]1CCCN(C(=O)CCc2nnc(C3(c4ccc(Cl)cc4)CCC3)o2)C1
- Frontier orbital gap: 0.3552 hartree
- Energy above the lowest of the compared OMol25 structures with the same formula, charge and spin: 29.0 kcal per mole

Structure (ORCA input):
```
! RIJCOSX wB97M-V def2-TZVPD def2/J DEFGRID3
* xyz 0 1
C 0.75 2.04 -4.23
C 1.94 2.88 -3.76
C 2.98 1.98 -3.13
O 3.99 1.66 -3.71
C 2.65 1.49 -1.74
C 2.99 2.55 -0.68
C 2.61 2.00 0.70
C 3.32 0.68 0.95
N 3.02 -0.27 -0.11
C 2.24 -1.33 0.16
O 1.82 -1.55 1.29
C 1.88 -2.28 -0.98
C 0.73 -1.72 -1.84
C -0.14 -0.90 -0.97
N -0.23 0.39 -0.96
N -1.00 0.72 0.11
C -1.34 -0.38 0.68
C -2.08 -0.56 1.95
C -3.41 -1.24 1.74
C -4.13 -1.71 2.84
C -5.36 -2.31 2.68
C -5.89 -2.45 1.41
Cl -7.43 -3.20 1.20
C -5.20 -1.97 0.31
C -3.97 -1.37 0.48
C -2.15 0.73 2.81
C -1.25 0.08 3.87
C -1.14 -1.19 3.02
O -0.84 -1.46 0.03
C 3.42 0.21 -1.41
H 0.04 2.67 -4.76
H 1.08 1.26 -4.92
H 0.23 1.57 -3.40
H 2.38 3.39 -4.61
H 1.59 3.61 -3.03
H 1.57 1.29 -1.67
H 2.44 3.47 -0.87
H 4.06 2.77 -0.72
H 2.88 2.72 1.47
H 1.53 1.85 0.73
H 3.00 0.24 1.89
H 4.41 0.83 0.98
H 2.74 -2.52 -1.59
H 1.53 -3.20 -0.49
H 0.16 -2.54 -2.29
H 1.10 -1.07 -2.64
H -3.73 -1.59 3.84
H -5.91 -2.67 3.54
H -5.63 -2.07 -0.68
H -3.46 -0.99 -0.39
H -1.71 1.59 2.30
H -3.15 0.97 3.14
H -0.30 0.59 4.03
H -1.73 -0.07 4.83
H -1.53 -2.10 3.47
H -0.14 -1.40 2.64
H 3.26 -0.54 -2.18
H 4.50 0.43 -1.39
*
```



(6)
Computed, not measured: a molecular structure, C32H26BBrHfN10O6 in a non-equilibrium geometry, with ωB97M-V with the def2-TZVPD basis set.

- Frontier orbital gap: 0.2741 hartree
- Energy above the lowest of the compared OMol25 structures with the same formula, charge and spin: 0.0 kcal per mole

Structure (ORCA input):
```
! RIJCOSX wB97M-V def2-TZVPD def2/J DEFGRID3
* xyz 0 1
Hf -0.80 -0.08 -0.83
C 2.26 3.09 0.19
C 1.97 1.83 -0.35
N 0.72 1.79 -0.80
N 0.18 3.01 -0.56
C 1.09 3.80 0.03
B -1.20 3.39 -1.13
N -1.30 2.76 -2.52
C -1.46 3.34 -3.72
C -1.56 2.36 -4.67
C -1.45 1.16 -3.96
N -1.30 1.41 -2.66
N -2.31 2.76 -0.25
C -3.49 3.29 0.09
C -4.21 2.34 0.80
C -3.38 1.23 0.83
N -2.22 1.49 0.21
H 3.18 3.43 0.62
H 2.59 0.96 -0.43
H 0.85 4.82 0.28
H -1.34 4.57 -1.17
H -1.50 4.42 -3.79
H -1.69 2.48 -5.74
H -1.46 0.15 -4.31
H -3.73 4.30 -0.18
H -5.20 2.44 1.22
H -3.54 0.27 1.28
Br 5.53 4.05 2.79
C 5.05 2.31 3.37
C 4.67 2.11 4.68
C 4.34 0.83 5.10
C 4.34 -0.22 4.20
C 4.75 -0.01 2.88
C 5.11 1.26 2.47
N 4.07 -1.53 4.73
N 3.36 -2.35 4.14
C 2.66 -2.01 2.94
C 2.90 -2.80 1.84
C 2.36 -2.50 0.58
C 1.53 -1.40 0.42
O 1.08 -0.98 -0.74
C 1.13 -0.70 1.60
N 0.14 0.22 1.42
C -0.27 0.91 2.46
C 0.25 0.72 3.75
C 1.20 -0.23 3.95
C 1.70 -0.97 2.85
H 4.66 2.94 5.38
H 4.08 0.64 6.13
H 4.79 -0.84 2.18
H 5.43 1.43 1.45
H 3.57 -3.65 1.95
H 2.62 -3.09 -0.29
H -1.05 1.64 2.28
H -0.15 1.30 4.57
H 1.57 -0.44 4.95
O -3.03 -0.47 -1.58
C -3.50 -1.41 -2.20
C -2.75 -2.38 -2.96
C -3.46 -3.42 -3.58
C -2.78 -4.34 -4.33
C -1.39 -4.26 -4.50
C -0.69 -3.25 -3.91
C -1.34 -2.27 -3.11
O -0.66 -1.31 -2.60
N -3.52 -5.42 -4.97
O -2.89 -6.19 -5.68
O -4.72 -5.47 -4.80
H -4.59 -1.54 -2.21
H -4.53 -3.50 -3.46
H -0.89 -5.01 -5.10
H 0.39 -3.16 -4.02
C -2.17 -2.02 1.33
O -1.45 -1.62 0.21
H -3.24 -2.12 1.10
H -2.06 -1.32 2.16
H -1.83 -3.00 1.68
*
```



(7)
Computed, not measured: 2 unconnected molecules or ions with the total composition C5H12Si2 in a non-equilibrium geometry, with ωB97M-V with the def2-TZVPD basis set.

- Frontier orbital gap: 0.3264 hartree
- Energy above the lowest of the compared OMol25 structures with the same formula, charge and spin: 106.2 kcal per mole

Structure (ORCA input):
```
! RIJCOSX wB97M-V def2-TZVPD def2/J DEFGRID3
* xyz 0 1
C -0.95 -1.02 -0.39
C -0.37 0.11 -0.11
C -2.44 -0.92 -0.22
C -1.33 1.16 0.34
C -2.72 0.64 -0.17
Si 3.84 -0.74 0.11
Si 2.16 0.91 0.02
H -0.73 -2.10 -0.78
H -3.10 -1.41 -0.87
H -2.79 -1.37 0.68
H -1.43 1.24 1.36
H -1.07 2.04 -0.12
H -3.02 0.98 -1.13
H -3.59 0.77 0.45
H 4.29 -1.52 -0.99
H 5.00 0.04 0.23
H 3.88 -1.77 1.21
H 1.97 1.11 1.50
H 2.39 1.84 -1.13
*
```



(8)
Computed, not measured: a molecular structure, C37H35N5O6STi in a non-equilibrium geometry, with ωB97M-V with the def2-TZVPD basis set.

- Frontier orbital gap (alpha / beta): 0.1394 / 0.2231 hartree
- Energy above the lowest of the compared OMol25 structures with the same formula, charge and spin: 14.6 kcal per mole

Structure (ORCA input):
```
! RIJCOSX wB97M-V def2-TZVPD def2/J DEFGRID3
* xyz -2 3
Ti 0.94 -0.40 -0.29
O 1.25 0.27 3.60
C 0.85 -0.12 2.51
O 1.64 -0.34 1.47
C -0.57 -0.44 2.23
C -1.53 -0.35 3.23
C -2.81 -0.79 2.99
C -3.10 -1.42 1.74
C -4.35 -1.98 1.45
C -4.60 -2.62 0.24
C -3.58 -2.71 -0.70
C -2.33 -2.17 -0.44
C -2.06 -1.50 0.77
N -0.84 -0.92 0.97
H -1.22 0.06 4.18
H -3.59 -0.72 3.75
H -5.13 -1.91 2.20
H -5.58 -3.04 0.03
H -3.74 -3.23 -1.64
H -1.53 -2.27 -1.16
O -0.32 -0.41 -1.94
S 0.34 0.50 -2.97
C -1.17 0.73 -4.00
C -2.00 -0.32 -4.36
C -3.16 -0.06 -5.08
C -3.48 1.24 -5.44
C -2.65 2.29 -5.06
C -1.50 2.03 -4.33
C 1.14 -0.58 -4.14
C 1.19 -1.94 -3.88
C 1.83 -2.76 -4.79
C 2.41 -2.23 -5.94
C 2.34 -0.87 -6.19
C 1.69 -0.03 -5.28
H -1.75 -1.33 -4.06
H -3.81 -0.88 -5.36
H -4.39 1.44 -5.99
H -2.92 3.31 -5.31
H -0.86 2.84 -3.99
H 0.75 -2.36 -2.97
H 1.89 -3.83 -4.58
H 2.92 -2.88 -6.64
H 2.79 -0.45 -7.08
H 1.64 1.03 -5.47
C 2.79 2.65 -2.78
C 3.79 1.54 -2.59
C 5.10 1.74 -3.00
C 6.07 0.77 -2.85
C 5.71 -0.44 -2.27
C 4.42 -0.68 -1.84
C 4.06 -1.99 -1.20
C 3.41 0.31 -1.99
N 2.12 0.04 -1.63
H 3.30 3.62 -2.76
H 2.03 2.64 -2.00
H 2.27 2.58 -3.74
H 5.36 2.70 -3.44
H 7.09 0.95 -3.18
H 6.46 -1.22 -2.13
H 4.93 -2.66 -1.18
H 3.25 -2.48 -1.76
H 3.70 -1.85 -0.19
C 2.12 4.79 0.10
N 0.99 3.93 -0.13
C -0.20 4.45 -0.64
C -1.25 3.56 -0.81
C -1.08 2.23 -0.51
N 0.15 1.69 -0.13
C 1.18 2.57 0.08
O 2.30 2.20 0.42
N -2.19 1.37 -0.50
H 1.90 5.78 -0.31
H 3.02 4.39 -0.37
H 2.34 4.90 1.17
H -0.23 5.50 -0.89
H -2.23 3.92 -1.13
H -2.91 1.68 -1.14
H -1.96 0.40 -0.66
C 1.49 -4.59 0.40
C 0.96 -3.62 -0.64
O 0.46 -4.04 -1.69
O 1.12 -2.39 -0.33
H 1.37 -5.61 0.06
H 0.95 -4.43 1.33
H 2.54 -4.37 0.59
*
```



(9)
Computed, not measured: a molecular structure, C15H22N2O5Pt in a non-equilibrium geometry, with ωB97M-V with the def2-TZVPD basis set.

- Frontier orbital gap (alpha / beta): 0.1190 / 0.1472 hartree

Structure (ORCA input):
```
! RIJCOSX wB97M-V def2-TZVPD def2/J DEFGRID3
* xyz -2 3
Pt -9.11 -1.11 18.00
O -10.92 -0.20 17.12
C -11.20 0.80 16.23
C -11.92 2.13 16.70
O -12.59 2.19 17.83
H -11.84 0.39 15.40
H -10.26 1.16 15.74
H -12.54 2.47 15.81
H -11.09 2.92 16.72
O -10.01 -1.13 19.95
C -9.17 -1.94 20.72
C -7.68 -1.95 20.35
O -7.35 -2.09 19.01
H -9.56 -2.99 20.68
H -9.24 -1.57 21.77
H -7.23 -2.83 20.87
H -7.22 -1.05 20.81
N -8.07 -1.42 16.04
C -8.23 -0.55 15.04
C -7.55 -0.60 13.84
C -6.51 -1.53 13.71
C -6.34 -2.45 14.73
C -7.13 -2.35 15.86
H -9.03 0.17 15.19
H -7.79 0.03 12.99
H -5.91 -1.59 12.81
H -5.59 -3.23 14.67
H -6.96 -3.03 16.69
N -10.00 -3.26 17.51
C -10.00 -4.41 18.17
C -10.58 -5.57 17.68
C -11.28 -5.49 16.48
C -11.35 -4.27 15.83
C -10.71 -3.18 16.39
H -9.46 -4.37 19.11
H -10.52 -6.51 18.22
H -11.67 -6.39 16.01
H -11.85 -4.22 14.87
H -10.66 -2.22 15.87
C -7.89 1.98 17.33
O -8.32 1.05 18.32
H -7.34 2.80 17.80
H -7.24 1.48 16.62
H -8.74 2.44 16.82
H -8.48 1.55 19.13
*
```



(10)
Computed, not measured: a single C6H5BrClNO molecule in a non-equilibrium geometry, with ωB97M-V with the def2-TZVPD basis set.

- SMILES: O=C\C(Cl)=C/C=C\N=C/Br
- Frontier orbital gap: 0.3224 hartree
- Energy above the lowest of the compared OMol25 structures with the same formula, charge and spin: 32.3 kcal per mole

Structure (ORCA input):
```
! RIJCOSX wB97M-V def2-TZVPD def2/J DEFGRID3
* xyz 0 1
O 2.71 -0.21 0.56
C 1.84 -0.12 -0.26
C 0.75 -1.16 -0.42
Cl 1.35 -2.73 -0.32
C -0.52 -0.90 -0.78
C -0.92 0.42 -1.13
C -0.91 1.51 -0.34
N -0.17 1.38 0.84
C -0.25 0.42 1.68
Br -1.61 -0.92 1.77
H 1.67 0.72 -1.02
H -1.34 -1.66 -0.75
H -1.36 0.65 -2.13
H -1.30 2.52 -0.37
H 0.08 0.08 2.68
*
```



(11)
Computed, not measured: a gas-phase ion, C5H15N2O (charge +1) in a non-equilibrium geometry, with ωB97M-V with the def2-TZVPD basis set.

- SMILES: NCC[NH2+]CCCO
- Frontier orbital gap: 0.4024 hartree
- Energy above the lowest of the compared OMol25 structures with the same formula, charge and spin: 97.6 kcal per mole

Structure (ORCA input):
```
! RIJCOSX wB97M-V def2-TZVPD def2/J DEFGRID3
* xyz 1 1
N -0.51 2.84 -1.19
C -0.40 2.74 0.27
C -0.26 1.15 0.62
N -0.11 0.36 -0.69
C -0.72 -0.99 -0.41
C -0.19 -1.81 0.70
C 0.92 -2.83 0.58
O 1.78 -2.58 -0.54
H 0.13 3.52 -1.45
H -1.31 3.36 -1.35
H 0.67 3.06 0.48
H -1.37 3.11 0.80
H 0.66 1.12 1.05
H -1.05 0.69 1.12
H 0.87 0.04 -0.90
H -0.22 0.95 -1.66
H -0.57 -1.62 -1.32
H -1.78 -0.83 -0.25
H -0.88 -2.67 0.87
H -0.29 -1.05 1.69
H 1.54 -2.67 1.56
H 0.57 -3.81 0.38
H 2.52 -2.06 -0.37
*
```